1.
{
  "formula": "C20H61N5O8",
  "method": "wB97M-V/def2-TZVPD",
  "orbital_gap_ev": 9.177,
  "e_homo_ev": -8.795,
  "e_tot_ev": -45553.8639,
  "multiplicity": 1,
  "molar_mass_da": 499.735,
  "smiles": "COC[C@H](C)N.COC[C@H](C)N.COC[C@H](C)N.COC[C@H](C)N.COC[C@H](C)N.O.O.O",
  "symbols": ["H", "H", "N", "H", "C", "H", "H", "O", "H", "H", "H", "C", "H", "C", "H", "H", "H", "C", "C", "C", "C", "H", "H", "H", "H", "O", "H", "C", "H", "H", "O", "N", "H", "C", "H", "H", "C", "H", "H", "H", "H", "H", "H", "O", "C", "O", "H", "C", "H", "H", "O", "H", "C", "H", "H", "H", "H", "H", "H", "H", "H", "H", "H", "N", "H", "C", "H", "H", "C", "H", "H", "H", "O", "O", "H", "C", "C", "H", "H", "H", "C", "H", "C", "H", "H", "H", "H", "C", "H", "H", "H", "N", "N", "H"],
  "positions_angstrom": [[13.84, 0.37, -14.57], [15.19, 1.69, 2.90], [25.30, -3.20, -2.49], [13.27, 2.83, 3.61], [12.96, 2.03, 4.28], [17.89, 0.22, 4.52], [18.49, -3.02, -3.47], [18.91, -3.86, -3.64], [16.33, 0.66, -3.54], [17.77, -0.73, 3.05], [14.36, 1.70, -11.33], [21.36, 8.25, -1.50], [29.90, -2.70, -3.07], [11.63, -6.39, 0.52], [11.95, 1.79, 3.95], [23.25, 7.07, -1.11], [24.30, -3.01, -2.46], [26.00, -2.04, -2.93], [12.21, -5.84, 1.88], [27.46, -2.10, -2.78], [11.82, -6.80, 5.34], [12.77, -0.35, 5.61], [10.73, -6.66, 5.32], [14.77, 2.37, -17.94], [24.30, -0.82, -2.38], [17.02, 0.47, -2.91], [21.74, 8.88, 0.45], [22.63, 7.56, -1.86], [21.07, 8.83, -2.38], [12.82, 2.37, 5.30], [12.05, 1.26, -3.61], [13.70, -0.11, 5.33], [11.72, -4.92, 2.20], [13.80, 0.74, 4.14], [27.80, -1.06, -2.87], [15.32, 2.87, -15.63], [13.94, 1.46, -14.60], [12.18, -7.31, 0.35], [17.18, 1.31, -2.47], [13.18, 2.74, -12.07], [19.57, 7.61, -3.66], [17.65, 1.08, 3.05], [10.60, -6.73, 0.63], [28.03, -2.84, -3.90], [20.25, 7.24, -1.03], [16.05, -0.06, 3.67], [15.63, 1.69, 4.67], [17.38, 0.15, 3.55], [25.69, -0.55, -1.22], [19.20, 5.95, -3.94], [14.54, 2.06, -13.41], [13.76, 0.97, -17.42], [14.12, 1.97, -17.16], [27.87, -2.52, -1.86], [25.72, -1.98, -3.98], [11.10, -7.30, 3.06], [12.16, -6.15, 6.15], [23.32, 8.23, -2.37], [11.88, -5.72, -0.30], [12.95, 1.89, -14.78], [25.70, 0.05, -2.85], [14.05, 0.42, 6.12], [19.45, -3.70, -4.42], [21.47, 9.30, -0.43], [19.30, 7.69, -0.77], [15.24, 1.13, 3.82], [12.14, -7.80, 5.63], [29.35, -1.72, -4.46], [29.40, -2.72, -4.04], [13.70, -4.51, 1.11], [12.69, -7.79, 2.82], [13.23, 2.60, -17.10], [12.52, -6.30, 4.23], [19.95, 6.27, -2.05], [13.06, 1.07, -12.16], [25.38, -0.79, -2.23], [12.11, -6.88, 2.97], [22.32, 9.80, -0.63], [29.81, -3.47, -4.71], [20.59, 6.72, -0.13], [13.80, 1.86, -12.25], [11.59, 1.11, -2.79], [14.83, 1.92, -15.82], [15.43, 0.06, -15.91], [18.25, 6.90, -2.79], [11.92, 2.19, -3.80], [13.52, 0.13, 3.28], [19.26, 6.70, -3.15], [14.13, -5.93, 1.08], [16.46, 1.02, -15.17], [25.40, -3.88, -3.23], [13.54, -5.34, 1.66], [15.90, 0.95, -16.00], [22.39, 6.78, -2.59]]
}



2.
{
  "formula": "C20H63AlBO10",
  "method": "wB97M-V/def2-TZVPD",
  "orbital_gap_ev": 5.732,
  "total_charge": -1,
  "e_homo_ev": -3.684,
  "e_tot_ev": -49508.3536,
  "multiplicity": 1,
  "molar_mass_da": 501.508,
  "symbols": ["H", "O", "O", "O", "H", "H", "H", "H", "H", "H", "H", "C", "H", "O", "H", "H", "C", "O", "C", "H", "H", "H", "H", "H", "C", "H", "H", "H", "H", "H", "O", "C", "C", "H", "H", "H", "O", "H", "C", "C", "C", "H", "H", "H", "H", "H", "C", "C", "H", "C", "H", "H", "O", "C", "H", "Al", "H", "C", "H", "C", "H", "H", "H", "H", "H", "C", "H", "O", "O", "H", "H", "H", "B", "H", "H", "H", "H", "C", "H", "H", "C", "H", "C", "H", "H", "H", "H", "H", "H", "H", "H", "C", "H", "H", "H"],
  "positions_angstrom": [[-10.63, -1.51, 2.03], [-9.69, -1.55, 1.87], [5.51, 7.40, -3.23], [-3.20, 0.02, 3.38], [-3.95, 0.33, -0.42], [5.23, -0.99, -2.11], [2.92, 6.36, -5.25], [7.62, -2.94, -3.97], [-8.15, -2.84, 2.11], [-7.61, -0.74, 3.59], [-9.38, -2.94, 3.37], [-6.80, -0.12, 3.20], [3.31, 0.23, -3.15], [-4.42, -4.04, 4.53], [-3.51, 2.59, 1.02], [6.95, 7.32, -4.65], [2.92, 0.68, -2.23], [-0.26, -3.28, -3.46], [3.55, -1.67, 4.28], [-0.07, -0.28, -0.74], [-9.52, -4.93, 1.85], [1.45, -1.98, 4.66], [-3.10, -3.46, -1.63], [-7.13, 0.32, 2.27], [6.90, 7.37, -3.56], [-0.85, -4.51, -1.90], [1.64, 5.54, -2.59], [-4.38, -3.93, 5.49], [-1.11, -4.66, 4.17], [5.44, 7.45, -2.27], [-0.45, 1.27, 1.41], [-9.22, -2.83, 2.29], [2.92, 5.81, -4.31], [-6.61, 0.64, 3.95], [7.12, 5.24, -3.28], [-3.17, -3.93, 2.94], [1.51, 0.85, -2.33], [2.42, -3.46, 4.71], [0.69, 0.48, 1.12], [-2.31, -2.95, -2.18], [7.59, 6.16, -2.95], [1.23, -1.27, -0.04], [4.70, 1.86, -1.85], [-1.83, -2.24, -1.50], [4.39, -2.19, 3.81], [7.52, 6.19, -1.86], [-3.11, -3.82, 4.02], [7.04, -1.21, -2.80], [3.09, -0.03, -1.41], [6.73, -2.35, -3.75], [5.98, -3.02, -3.31], [-2.76, -2.37, -2.98], [3.06, 4.41, -4.58], [0.34, -0.67, 0.19], [-2.86, 0.91, 3.53], [-4.46, 1.29, 0.81], [1.43, 1.13, 0.66], [-5.51, -0.94, 2.99], [-0.41, -1.31, 0.64], [2.29, -2.50, 4.20], [3.42, 2.71, -2.75], [2.30, 4.13, -5.09], [7.77, -0.53, -3.25], [-9.74, -3.85, 0.46], [-5.68, -1.61, 2.15], [-9.90, -3.96, 1.54], [7.46, -1.58, -1.86], [3.41, -0.43, 3.59], [5.89, -0.42, -2.53], [-2.42, -5.84, 4.36], [1.11, 0.08, 2.06], [8.65, 6.14, -3.22], [-4.34, 0.06, 2.55], [0.76, 5.78, -4.10], [3.24, 2.43, -1.02], [2.68, 0.05, 4.00], [0.16, -2.65, -2.86], [-1.30, -3.93, -2.72], [3.79, 6.10, -3.74], [3.82, -1.48, 5.33], [1.65, 6.09, -3.53], [-2.05, -4.73, 5.68], [-2.11, -4.82, 4.59], [6.32, -1.97, -4.68], [-2.79, -2.80, 4.24], [1.55, 7.16, -3.31], [-5.94, 1.79, 0.40], [1.35, 1.46, -3.06], [-5.27, -1.53, 3.88], [-1.12, 0.71, 1.82], [-1.76, -4.64, -3.41], [3.62, 1.99, -1.95], [-10.98, -3.94, 1.71], [2.03, -2.70, 3.16], [7.38, 8.30, -3.23]]
}



3.
{
  "formula": "C20H64N16O12",
  "method": "wB97M-V/def2-TZVPD",
  "orbital_gap_ev": 8.501,
  "e_homo_ev": -8.491,
  "e_tot_ev": -70198.4493,
  "multiplicity": 1,
  "molar_mass_da": 720.832,
  "smiles": "NC(N)=O.NC(N)=O.NC(N)=O.NC(N)=O.NC(N)=O.NC(N)=O.NC(N)=O.NC(N)=O.CC(C)O.CC(C)O.CC(C)O.CC(C)O",
  "symbols": ["N", "H", "H", "C", "O", "O", "C", "H", "O", "N", "C", "C", "C", "N", "H", "H", "H", "N", "C", "H", "C", "H", "H", "H", "C", "O", "H", "H", "N", "H", "H", "H", "H", "H", "C", "H", "H", "H", "C", "H", "C", "C", "H", "H", "H", "H", "N", "H", "N", "N", "C", "H", "N", "N", "H", "H", "O", "H", "H", "C", "H", "H", "O", "H", "O", "C", "H", "N", "H", "H", "H", "H", "N", "H", "H", "C", "H", "N", "O", "H", "C", "H", "H", "H", "O", "H", "H", "H", "H", "O", "H", "O", "C", "H", "H", "C", "N", "H", "H", "H", "H", "H", "H", "H", "H", "O", "H", "N", "H", "H", "N", "C"],
  "positions_angstrom": [[1.56, -2.51, 2.19], [2.91, 0.68, 3.78], [4.17, -0.38, 3.02], [-1.06, -2.64, -1.30], [2.76, -1.45, 0.54], [-5.87, -1.59, -2.33], [3.72, 1.53, 2.02], [-1.25, -1.82, -0.60], [-1.93, 0.89, -1.13], [-2.36, -1.92, 2.42], [-1.37, -3.96, -0.56], [3.86, 0.64, 3.25], [-1.84, 0.11, 5.32], [3.20, -3.59, 0.99], [-1.18, 0.53, 1.22], [1.46, -1.35, -3.82], [-1.92, -2.46, 1.69], [-3.30, -3.83, 3.23], [4.87, -1.59, -3.19], [2.99, -2.49, -2.43], [2.54, -2.43, 1.27], [-1.69, 1.08, 3.15], [4.43, 3.29, 2.94], [-4.63, 2.44, -0.22], [-0.56, 0.39, 4.56], [-3.39, 1.43, 2.51], [5.08, -2.39, -3.91], [-1.54, 2.08, -3.75], [-3.91, 2.23, 0.45], [-3.81, -0.78, -3.74], [-3.98, -4.31, 3.78], [-6.22, 1.98, 1.24], [1.13, -1.61, 2.36], [-2.10, -0.93, 5.09], [-0.88, 0.63, -5.00], [3.14, 1.61, -2.36], [2.79, -4.38, 1.47], [3.09, 5.24, -3.90], [-4.23, 1.79, 1.69], [-3.46, -4.28, -1.23], [-0.75, 0.86, -0.75], [3.52, 3.00, 2.41], [1.29, 3.66, -0.39], [0.05, 4.00, -2.08], [0.83, -0.84, 5.74], [5.19, -0.60, -3.51], [-0.84, 1.89, -4.45], [-5.81, 1.62, 2.91], [-0.72, 4.19, -1.47], [-5.55, 1.89, 1.98], [-2.84, -4.26, -0.33], [-0.18, 2.55, -4.79], [0.70, 4.14, 0.27], [0.33, 0.97, -1.56], [-0.06, -1.72, 4.59], [0.12, -3.65, 0.61], [3.07, -0.49, -1.99], [2.73, 3.09, 3.15], [-2.96, -5.21, 0.18], [0.44, -0.76, 4.73], [4.63, 1.40, 1.42], [3.51, -0.60, -1.14], [1.62, 3.23, -3.20], [-2.94, 2.20, 0.17], [-0.88, 0.54, 3.15], [-0.59, 4.37, -0.13], [-3.31, -3.47, 0.26], [3.66, 2.46, -2.53], [-1.74, -2.37, -2.11], [0.48, 0.85, 0.90], [-0.76, -4.76, -0.99], [-2.70, 0.72, 5.06], [3.44, 4.62, -3.19], [4.60, 2.56, -2.20], [2.61, -2.22, -4.84], [-4.82, -1.12, -1.90], [4.68, 0.92, 3.92], [-3.83, -0.67, -2.74], [-1.66, -0.23, -4.63], [2.57, 0.16, 1.22], [2.82, 3.43, -2.97], [-1.66, 4.19, -1.83], [4.39, 4.82, -2.94], [0.14, 0.94, -2.55], [-0.82, -3.76, 0.78], [3.99, -3.59, 0.39], [-3.11, -0.10, -2.33], [1.22, -0.69, 3.96], [1.23, 1.28, -1.25], [-3.65, -1.82, 4.27], [3.39, 3.58, 1.50], [-1.52, 4.78, 0.55], [3.33, -1.56, -2.90], [-0.14, 1.38, 4.77], [-1.61, -0.02, 6.39], [2.51, -1.39, -4.14], [-0.45, 0.67, 0.55], [2.69, -0.44, -4.66], [0.01, -2.65, -1.53], [-5.42, -1.12, -0.06], [5.48, -1.93, -2.35], [1.45, -3.28, 2.83], [-3.88, -0.18, -0.34], [1.02, 4.53, 1.14], [-2.75, -4.29, 2.52], [2.51, 1.13, 1.34], [0.03, -0.28, -6.65], [0.01, 0.50, -6.03], [-2.40, -0.92, 2.49], [0.56, 1.31, -6.23], [-4.62, -0.83, -0.59], [-3.08, -2.50, 3.42]]
}



4.
{
  "formula": "C20H64O22",
  "method": "wB97M-V/def2-TZVPD",
  "orbital_gap_ev": 8.939,
  "e_homo_ev": -9.581,
  "e_tot_ev": -66815.0661,
  "multiplicity": 1,
  "molar_mass_da": 656.710,
  "smiles": "OCCO.OCCO.OCCO.OCCO.OCCO.OCCO.OCCO.OCCO.OCCO.OCCO.O.O",
  "symbols": ["H", "H", "C", "H", "H", "H", "C", "C", "O", "O", "H", "O", "H", "H", "O", "H", "C", "O", "H", "H", "H", "H", "O", "H", "O", "H", "H", "H", "H", "O", "O", "H", "H", "C", "H", "C", "O", "H", "C", "O", "H", "H", "H", "H", "H", "H", "O", "H", "C", "H", "H", "H", "C", "H", "C", "C", "O", "H", "O", "O", "O", "H", "H", "O", "C", "C", "O", "H", "C", "C", "C", "H", "H", "H", "O", "H", "H", "O", "H", "H", "H", "H", "H", "H", "H", "H", "H", "H", "H", "H", "H", "H", "C", "H", "C", "H", "O", "C", "H", "H", "H", "H", "C", "H", "O", "H"],
  "positions_angstrom": [[2.43, -0.83, -3.50], [-0.86, 1.25, -2.96], [-2.18, 2.77, 2.71], [-6.23, 0.77, -3.02], [-0.12, -2.83, 2.13], [2.31, 1.74, -3.72], [-0.02, -2.92, -3.65], [-1.08, 2.97, 3.86], [3.17, -2.80, 2.14], [4.49, -3.62, -1.05], [-4.53, -3.89, 1.87], [-4.68, 0.39, 2.10], [-0.89, -1.10, 3.38], [5.09, -0.62, -3.69], [6.63, -0.43, -2.37], [2.22, -2.55, 2.10], [0.73, 2.75, -3.20], [0.16, 2.49, 3.49], [-1.29, -0.74, 0.55], [-1.24, 2.42, -4.11], [7.00, -1.32, -2.29], [-5.54, -1.90, 1.44], [1.88, -1.43, -3.93], [0.42, -3.16, 0.77], [3.19, 0.39, -2.18], [-0.90, -1.38, 5.44], [0.02, 1.52, 3.25], [-4.40, 2.12, -2.55], [-4.95, 0.54, 3.05], [-3.35, 3.49, 2.92], [-3.63, 0.32, -2.31], [0.48, 1.13, 0.84], [-0.31, 0.19, 5.93], [0.36, 0.58, -0.10], [0.64, -3.79, -3.82], [5.28, -0.58, -2.60], [-1.28, 3.04, -2.08], [-5.50, -0.13, -4.29], [0.73, -0.54, 4.20], [0.84, -1.34, 6.44], [1.34, -1.39, 3.95], [4.94, -2.89, 1.04], [-2.63, 0.78, -0.80], [-0.99, 4.04, 3.99], [1.30, -2.11, 6.05], [0.64, 1.25, -0.85], [-5.85, 1.79, -4.84], [-5.30, 0.96, 0.63], [3.93, -2.64, 0.91], [-3.48, 1.57, -3.96], [-1.77, 3.05, 1.75], [3.28, -4.53, 0.27], [3.11, 2.75, 1.31], [1.29, -1.96, -2.13], [4.07, 1.59, 1.65], [-0.75, 2.30, -3.16], [-5.59, 1.16, -0.30], [-1.31, 2.45, 4.80], [3.19, 0.50, 1.92], [-0.31, -0.32, 3.26], [-1.83, 0.98, -0.33], [2.48, 0.45, 1.26], [3.89, -1.60, 0.54], [0.61, -2.61, 1.51], [-4.72, -1.99, 2.16], [-4.17, 1.27, -3.21], [-3.90, -3.12, 1.86], [-4.98, 0.74, -0.87], [0.00, -0.80, 5.53], [-5.49, 0.87, -3.84], [3.45, -3.53, -0.11], [-0.94, -0.71, -1.14], [1.05, 2.66, -2.21], [1.47, 0.27, 4.20], [2.51, 2.61, 0.04], [-5.10, -2.09, 3.17], [2.45, -3.21, -0.55], [1.38, -0.35, -0.02], [-1.01, -3.39, -2.02], [-3.26, -0.47, -2.78], [0.23, -0.92, -2.87], [-3.10, -0.65, 2.72], [4.73, 0.38, -0.90], [-6.35, 1.26, -5.45], [4.83, 1.46, 0.88], [-3.80, 3.65, 2.08], [5.04, -4.42, -0.83], [-1.29, 2.48, -1.27], [4.86, 1.50, -2.29], [1.16, -0.99, 0.63], [4.68, 1.86, 2.49], [-2.44, 1.72, 2.59], [4.58, 0.55, -1.93], [3.60, 3.73, 1.14], [-0.94, -0.10, -0.25], [2.71, 0.25, -1.36], [-1.15, -3.28, -2.95], [0.80, -1.71, -3.08], [-3.44, -0.75, 0.97], [4.97, -1.56, -2.17], [2.38, 2.92, 2.10], [-0.45, -2.63, -4.64], [-3.89, -0.69, 1.99], [1.74, 3.16, 0.18], [1.39, 1.70, -3.98], [1.04, 3.78, -3.60]]
}